{
  "formula": "C33H40N5O2Re",
  "method": "ωB97M-V with the def2-TZVPD basis set",
  "elements": ["Re", "C", "C", "C", "C", "C", "N", "C", "C", "C", "N", "C", "C", "C", "C", "C", "C", "C", "C", "N", "C", "C", "C", "N", "C", "C", "C", "C", "O", "C", "O", "H", "H", "H", "H", "H", "H", "H", "H", "H", "H", "H", "H", "H", "H", "H", "H", "H", "H", "H", "H", "H", "H", "H", "H", "H", "H", "H", "H", "C", "N", "C", "C", "C", "C", "C", "C", "C", "C", "H", "H", "H", "H", "H", "H", "H", "H", "H", "H", "H", "H"],
  "xyz": [[0.75934, 0.77579, -0.46969], [-5.05961, 2.39001, 2.96179], [-3.67175, 1.96848, 2.57167], [-3.16717, 0.72053, 3.04624], [-1.88197, 0.26868, 2.82742], [-1.54549, -1.09897, 3.14863], [-0.35069, -1.56197, 3.05712], [0.13661, -2.94025, 3.00910], [1.48538, -2.85764, 2.28232], [1.92011, -4.03305, 1.40547], [0.97146, -4.48024, 0.37455], [0.90278, -4.23147, -0.90908], [1.55925, -3.29071, -1.75065], [1.83663, -3.76114, -3.05927], [2.61484, -3.07512, -3.96768], [2.88995, -3.61118, -5.34116], [3.15566, -1.85779, -3.54237], [2.78213, -1.27558, -2.33992], [3.38889, -0.06254, -1.83466], [2.80997, 0.72701, -1.00911], [3.58864, 1.79408, -0.35986], [3.30675, 3.18410, -0.95206], [1.99320, 3.23465, -1.74152], [0.88485, 2.62487, -1.00993], [-0.16609, 3.46851, -0.49815], [-1.44301, 2.43803, 1.51459], [-2.89157, 2.71177, 1.75609], [-0.96394, 1.11141, 2.09585], [0.22876, 0.82580, 1.89066], [1.88377, -1.92729, -1.45274], [1.34982, -1.29897, -0.44947], [-5.16770, 2.33065, 4.04621], [-5.82155, 1.74051, 2.52694], [-5.26235, 3.41368, 2.65745], [-3.85327, 0.07457, 3.58781], [-2.35099, -1.77695, 3.41896], [0.34722, -0.85028, 2.83631], [-0.59397, -3.55276, 2.47758], [0.23761, -3.34628, 4.01701], [2.28321, -2.69790, 3.00953], [1.45048, -1.99262, 1.63456], [2.11861, -4.90481, 2.02729], [2.84987, -3.74925, 0.91126], [0.43164, -5.28539, 0.66508], [0.28970, -4.95514, -1.44067], [1.47388, -4.74457, -3.33955], [2.61788, -4.66133, -5.42031], [3.93988, -3.50129, -5.61007], [2.30803, -3.06110, -6.08336], [3.86009, -1.33829, -4.18398], [4.42927, 0.11898, -2.10593], [4.65428, 1.57336, -0.42882], [3.32144, 1.77930, 0.69703], [4.11052, 3.48163, -1.62403], [3.27493, 3.91073, -0.14026], [2.11412, 2.71592, -2.69276], [1.76891, 4.27470, -1.96904], [0.23931, 4.08876, 0.30244], [-3.29305, 3.62108, 1.31982], [-0.81761, 4.40093, -1.51989], [-1.04336, 2.42550, 0.08004], [-0.69949, 3.49787, 2.37003], [-2.11327, 1.96653, -0.83298], [-2.31773, 0.51432, -0.57002], [-3.58186, -0.03374, -0.40660], [-3.73684, -1.38489, -0.14114], [-2.60570, -2.17960, -0.04483], [-1.33957, -1.62178, -0.20616], [-1.15212, -0.26565, -0.47015], [-1.80388, 4.71115, -1.17348], [-0.91256, 3.93332, -2.49846], [-0.22715, 5.30864, -1.63027], [-0.97005, 4.50697, 2.06201], [0.37876, 3.35296, 2.30323], [-0.98855, 3.38251, 3.41544], [-1.74804, 2.09009, -1.85083], [-3.03408, 2.54044, -0.72105], [-4.45596, 0.60214, -0.49550], [-4.72568, -1.80990, -0.02830], [-2.70089, -3.24370, 0.13735], [-0.48985, -2.27986, -0.12911]],
  "atomic_forces_ev_per_a": [[-1.742, 0.891, 0.418], [-0.040, -0.101, 0.105], [-0.119, 0.532, -0.233], [0.495, -0.359, -0.103], [-0.189, 0.124, 0.214], [-0.208, -0.078, 0.002], [0.020, 0.596, 0.048], [0.111, -0.446, 0.047], [-0.033, -0.187, -0.157], [0.112, 0.310, 0.216], [-0.102, -0.010, -0.046], [0.003, -0.273, 0.019], [0.090, 0.610, 0.020], [0.113, -0.142, 0.047], [0.038, 0.054, 0.022], [-0.032, 0.039, -0.102], [0.000, -0.098, 0.035], [-0.407, -0.122, 0.296], [0.066, 0.041, -0.035], [0.244, 0.046, 0.136], [0.290, 0.364, 0.004], [-0.256, -0.095, -0.008], [0.457, 0.108, 0.008], [0.582, -1.213, -0.226], [-0.256, 0.332, -0.099], [0.002, -0.073, 0.170], [-0.148, -0.194, 0.110], [0.166, 0.099, -0.276], [0.067, -0.569, -0.032], [0.215, -0.408, -0.488], [-0.363, 1.143, 0.321], [-0.046, 0.055, -0.013], [0.048, -0.025, -0.032], [-0.010, -0.006, -0.019], [-0.025, -0.004, -0.022], [0.034, -0.051, -0.037], [0.011, -0.031, -0.109], [-0.041, 0.121, -0.042], [-0.023, 0.096, -0.003], [0.012, 0.008, -0.028], [0.080, 0.214, -0.152], [0.040, -0.095, -0.122], [-0.014, -0.074, -0.035], [-0.082, -0.003, -0.088], [-0.042, -0.014, 0.033], [-0.024, 0.000, 0.033], [0.039, -0.011, -0.005], [0.012, -0.039, 0.036], [0.004, -0.016, 0.008], [0.000, 0.005, -0.001], [-0.012, 0.102, 0.031], [-0.022, -0.085, -0.005], [0.027, -0.083, -0.022], [-0.005, 0.027, -0.011], [0.075, 0.025, -0.014], [-0.070, 0.011, 0.007], [-0.117, -0.009, -0.037], [0.052, -0.094, 0.019], [0.032, 0.047, 0.054], [0.074, -0.047, 0.095], [0.649, -0.850, -0.146], [0.059, -0.011, -0.022], [-0.110, -0.174, 0.003], [0.011, -0.100, 0.069], [-0.061, 0.078, -0.070], [-0.082, -0.062, 0.029], [0.072, 0.094, -0.037], [-0.148, -0.129, -0.009], [0.467, -0.005, 0.282], [-0.007, -0.013, 0.004], [-0.054, 0.021, 0.000], [0.027, -0.017, -0.015], [-0.008, -0.009, -0.006], [-0.003, 0.010, -0.025], [-0.006, -0.005, -0.003], [-0.024, 0.076, -0.004], [0.036, 0.089, -0.039], [0.008, 0.000, -0.004], [0.012, -0.004, -0.011], [-0.049, -0.005, 0.003], [0.026, 0.069, 0.046]],
  "lowdin_charge": [1.695, -0.005, -0.218, 0.129, -0.078, 0.055, 0.102, -0.098, -0.137, -0.103, 0.100, 0.024, -0.094, 0.055, -0.231, -0.018, 0.073, -0.119, -0.030, -0.132, -0.174, -0.129, -0.185, -0.174, -0.370, -0.350, 0.067, -0.262, -0.042, -0.267, -0.237, 0.104, 0.102, 0.096, 0.157, 0.171, 0.135, 0.128, 0.146, 0.141, 0.076, 0.145, 0.144, 0.169, 0.163, 0.139, 0.090, 0.097, 0.101, 0.148, 0.164, 0.130, 0.115, 0.128, 0.122, 0.127, 0.125, 0.141, 0.155, 0.002, -0.076, 0.042, -0.120, -0.239, -0.022, -0.051, -0.071, -0.113, -0.175, 0.100, 0.098, 0.096, 0.114, 0.103, 0.123, 0.132, 0.134, 0.130, 0.121, 0.110, 0.056],
  "multiplicity": 2,
  "largest_force_ev_per_a": 2.00,
  "total_energy_ha": -1783.036807,
  "molar_mass_g_mol": 724.9,
  "total_charge": 3
}